Below is a cluster of 2 separate species, C6H14N2O2 in total at a distorted geometry, with properties calculated with ωB97M-V/def2-TZVPD.

```
24
Properties=species:S:1:pos:R:3
C -2.55 0.08 -1.13
C 0.26 -2.50 -0.99
C -1.83 -1.14 -0.71
O -2.28 -1.91 0.10
N -0.59 -1.41 -1.36
H -2.59 0.48 -2.14
H -0.10 -0.53 -1.59
H -0.11 -3.12 -0.17
H -3.57 0.13 -0.76
H -2.05 0.96 -0.70
H 0.37 -3.11 -1.90
H 1.26 -2.20 -0.68
C -0.39 0.91 1.99
C 2.80 1.57 0.09
C 1.34 1.22 0.32
O 0.58 1.08 -0.64
N 0.98 1.14 1.61
H 1.58 1.33 2.40
H -0.50 0.21 2.84
H 3.39 1.32 0.97
H -1.09 1.72 2.17
H -0.91 0.27 1.28
H 3.22 0.91 -0.68
H 2.77 2.58 -0.33
```

Spin multiplicity: 2
ΔE to the lowest compared entry with this formula, charge and spin (kcal/mol): 23.3
Total charge: +1
Gap between HOMO and LUMO (alpha / beta) (eV): 10.880 / 5.377
<S²>: 0.768
DFT total energy (eV): -13515.7493

Atom charges from the Löwdin analysis, given in e for atoms 1 to 8: C 0.02; C 0.01; C -0.45; O 0.21; N 0.22; H 0.11; H 0.14; H 0.11